(1)
Below is 2 unconnected molecules or ions with the total composition C7H11Cl2N2, with properties calculated with ωB97M-V/def2-TZVPD.

```
22
Properties=species:S:1:pos:R:3
C 0.41329 1.71634 -1.12807
C 1.62776 0.84114 0.71252
C 2.73668 0.62865 1.52060
C 1.27572 1.58512 -2.19092
C 0.44549 -1.66854 0.71181
C -0.81753 -1.61304 1.10216
C -1.94946 -1.13295 0.29587
N 0.84793 1.35614 0.03687
N -1.17776 -1.56781 2.46568
Cl 2.81760 0.91867 -1.84771
Cl 0.84774 -1.55657 -0.97606
H -0.65129 1.91486 -1.06441
H 3.23190 -0.10396 0.85515
H 2.62671 0.17302 2.56072
H 1.02096 1.62763 -3.22675
H 1.21103 -2.05883 1.26285
H -1.79782 -0.16007 -0.12705
H -3.02511 -1.21283 0.65719
H -1.81506 -1.89296 -0.62589
H -0.59932 -2.07827 2.96670
H -2.17366 -1.69583 2.58367
H 3.00323 1.72870 1.78174
```

Calculated values
Spin multiplicity: 1
Frontier orbital gap in eV: 7.21
HOMO level in eV: -11.8
Net charge: +1

=====

(2)
Below is 10 unconnected molecules or ions with the total composition C13H45FNO14PS, with properties calculated with ωB97M-V/def2-TZVPD.

```
76
Properties=species:S:1:pos:R:3
C 2.69240 -0.00459 1.57960
C 2.95637 -0.36417 0.14448
O 3.55346 -1.33987 -0.20653
O 2.45484 0.44376 -0.84545
C 1.95198 1.73750 -0.56756
C 2.98664 2.85316 -0.62842
N 4.26577 2.55133 0.11151
P 5.62407 2.66181 -0.97421
O 5.69813 1.55621 -1.93589
S 4.38012 3.38374 1.51065
O 5.63498 3.14274 2.10806
O 3.16126 3.21073 2.21306
F 4.39062 4.87724 1.00156
H 2.92218 -0.88083 2.17089
H 3.33944 0.79812 1.92153
H 1.65581 0.27109 1.77053
H 1.37779 1.77275 0.35639
H 1.24744 1.94746 -1.37423
H 3.23278 3.08092 -1.66773
H 2.50970 3.73065 -0.19413
H 6.69739 2.73552 -0.09040
H 5.40873 3.92226 -1.54687
C -0.34900 -1.23483 -1.75035
O 0.30462 -0.83827 -2.94852
H -1.42277 -1.14648 -1.90441
H -0.10577 -2.27214 -1.50318
H -0.06624 -0.58993 -0.91526
H 1.25023 -0.91782 -2.78276
C -2.35561 -4.16946 -2.97281
O -1.54202 -3.78942 -4.07723
H -2.43380 -5.25291 -2.96740
H -1.91262 -3.83876 -2.02910
H -3.36042 -3.75021 -3.06803
H -1.47830 -2.82893 -4.06933
C -3.52397 -0.78041 0.61108
O -2.66602 0.30132 0.25831
H -2.93143 -1.44270 1.24164
H -4.39812 -0.44382 1.16770
H -3.85665 -1.34555 -0.26347
H -3.15206 0.91482 -0.29858
C 2.68093 1.45235 -4.19810
O 3.81962 2.25662 -3.92759
H 1.82744 2.11674 -4.31877
H 2.80106 0.87016 -5.11525
H 2.48323 0.77002 -3.36947
H 4.57517 1.67969 -3.76793
C -5.07799 -4.33844 -5.24473
O -5.03926 -5.62726 -4.64851
H -5.40444 -3.64119 -4.47577
H -4.09021 -4.03249 -5.59980
H -5.78863 -4.29268 -6.07476
H -4.74648 -6.25748 -5.31173
C 4.58029 -0.85580 5.14362
O 3.67904 -0.03322 4.41453
H 4.96539 -1.59400 4.44369
H 5.42120 -0.28381 5.54427
H 4.08237 -1.37911 5.96402
H 3.32412 0.63179 5.01063
C -1.91564 -0.31508 4.39168
O -0.98291 -0.29568 3.32357
H -1.34109 -0.28370 5.31503
H -2.58415 0.55069 4.36734
H -2.52123 -1.22615 4.39177
H -1.47447 -0.31946 2.49663
C -0.58207 3.58335 2.31368
O 0.32086 4.09881 1.34317
H -1.56165 3.53944 1.84305
H -0.30483 2.57568 2.63603
H -0.64433 4.23021 3.19280
H 1.19667 4.13040 1.74309
C -7.75615 -1.06727 2.27713
O -6.81843 -1.02761 1.20829
H -7.18064 -1.04811 3.19968
H -8.42507 -0.20316 2.26510
H -8.35518 -1.98088 2.25900
H -7.30449 -1.04542 0.37947
```

Calculated values
Spin multiplicity: 1
Frontier orbital gap in eV: 10.26
HOMO level in eV: -9.9
SMILES: CC(=O)OCCN([PH2]=O)S(=O)(=O)F.CO.CO.CO.CO.CO.CO.CO.CO.CO
Net charge: 0

=====

(3)
Below is a molecular structure, C30H34CoGeNS4, with properties calculated with ωB97M-V/def2-TZVPD.

```
71
Properties=species:S:1:pos:R:3
Co -0.67169 0.13828 1.06037
C -3.75989 -0.52092 0.55437
C -3.90149 0.87488 1.13537
S -2.35249 1.87678 1.11167
C -2.22039 2.47598 2.84387
C -1.03279 1.89418 3.59287
S -0.72289 0.11248 3.32697
C -2.33139 -0.65942 3.80337
C -2.65759 -1.85072 2.92647
S -2.38069 -1.57332 1.13917
H -3.57429 -0.47022 -0.51933
H -4.68679 -1.07762 0.71007
H -4.29529 0.86718 2.15017
H -4.61269 1.42378 0.51217
H -3.17049 2.27858 3.34077
H -2.09839 3.56158 2.77827
H -1.15249 2.05458 4.66757
H -0.09529 2.36038 3.27757
H -3.10029 0.10748 3.76727
H -2.22539 -0.98602 4.84057
H -3.68909 -2.18122 3.07087
H -2.00329 -2.69342 3.15847
N -0.57099 0.14368 -0.82203
S -1.37509 1.06488 -1.92723
C -0.02699 2.06778 -2.64843
C -0.06969 3.42418 -2.37463
C 0.96421 4.22388 -2.84723
C 2.00471 3.64968 -3.55693
C 2.00971 2.29518 -3.84743
C 0.98451 1.48108 -3.38603
C -1.79989 -0.04452 -3.29613
C -1.71879 -1.42682 -3.19323
C -2.15749 -2.20012 -4.25633
C -2.66139 -1.59112 -5.40403
C -2.79179 -0.20842 -5.47033
C -2.34169 0.57658 -4.42263
H 0.00421 -0.56632 -1.27023
H -0.89489 3.85978 -1.83243
H 0.93741 5.28708 -2.65373
H 2.82221 4.27298 -3.89573
H 2.79851 1.86388 -4.44573
H 0.97011 0.43018 -3.63443
H -1.34949 -1.90422 -2.29663
H -2.12689 -3.27712 -4.18783
H -2.93899 -2.19982 -6.25273
H -3.24049 0.25748 -6.33493
H -2.41499 1.65188 -4.47683
Ge 1.89221 0.12158 1.14177
C 2.60851 -0.42142 2.96877
C 2.25651 -1.64282 3.51377
C 2.64821 -1.93352 4.81327
C 3.42241 -1.01492 5.50457
C 3.77711 0.19768 4.94477
C 3.39341 0.49858 3.64017
C 2.49671 -1.19862 -0.27313
C 2.12591 -2.53082 -0.20513
C 2.57931 -3.40682 -1.18163
C 3.39821 -2.93332 -2.19293
C 3.75131 -1.59642 -2.25973
C 3.30491 -0.70912 -1.28593
H 2.56691 1.46258 0.80117
H 1.68171 -2.36932 2.95577
H 2.36291 -2.87762 5.25417
H 3.79801 -1.27462 6.49297
H 4.36271 0.92428 5.49487
H 3.70631 1.43588 3.20007
H 1.49661 -2.89842 0.59427
H 2.30261 -4.44982 -1.12853
H 3.78911 -3.62592 -2.93183
H 4.39211 -1.23142 -3.04973
H 3.60541 0.32968 -1.32703
```

Calculated values
Spin multiplicity: 5
Frontier orbital gap (spin up / spin down) in eV: 5.04 / 3.40
HOMO level (spin up / spin down) in eV: -18.9 / -18.9
<S²>: 6.11
Net charge: +4

=====

(4)
Below is C21H24N2O3 in the gas phase, with properties calculated with ωB97M-V/def2-TZVPD.

```
50
Properties=species:S:1:pos:R:3
O -0.03562 2.66107 1.32826
C 0.98840 2.38196 0.73244
C 1.09097 2.36540 -0.78494
C -0.28034 2.24483 -1.45962
C -0.72020 0.78847 -1.54668
O -0.21400 0.07011 -2.38858
N -1.66769 0.32439 -0.68528
C -2.39926 1.09232 0.30154
C -3.82070 1.28075 -0.21966
O -4.46672 0.03149 -0.34851
C -3.67647 -1.02398 -0.70664
C -4.31423 -2.24846 -0.87368
C -3.59297 -3.37241 -1.22352
C -2.22198 -3.28720 -1.39794
C -1.57483 -2.07815 -1.22473
C -2.28999 -0.93524 -0.89196
N 2.14386 2.10825 1.36738
C 2.24028 2.06462 2.80914
C 3.00813 0.84461 3.31197
C 2.42749 -0.48681 2.81284
C 2.86274 -0.81090 1.40970
C 4.20273 -1.07417 1.14439
C 4.63025 -1.34575 -0.14246
C 3.72094 -1.35815 -1.18695
C 2.38243 -1.11219 -0.93403
C 1.95780 -0.84503 0.35740
H 1.73760 1.54853 -1.11035
H 1.55714 3.30881 -1.08312
H -0.99435 2.89109 -0.95510
H -0.18381 2.57376 -2.49657
H -1.91233 2.03527 0.53192
H -2.43701 0.50225 1.22497
H -4.43052 1.86822 0.47084
H -3.79337 1.78651 -1.19550
H -5.38205 -2.28658 -0.72717
H -4.10250 -4.31465 -1.35605
H -1.65083 -4.16354 -1.66247
H -0.50863 -2.01276 -1.35355
H 2.96775 1.87267 0.83747
H 2.73126 2.97596 3.17486
H 1.21331 2.05748 3.18362
H 4.05338 0.92231 3.00453
H 2.97991 0.86716 4.40288
H 1.33832 -0.44853 2.86656
H 2.77057 -1.28395 3.47744
H 4.91696 -1.07340 1.95643
H 5.67476 -1.54887 -0.33036
H 4.05279 -1.56383 -2.19363
H 1.67082 -1.11073 -1.74623
H 0.91083 -0.65309 0.54773
```

Calculated values
Spin multiplicity: 1
Frontier orbital gap in eV: 9.01
HOMO level in eV: -8.3
SMILES: O=C(CCC(=O)N1CCOc2ccccc21)NCCCc1ccccc1
Net charge: 0

=====

(5)
Below is a molecular structure, C10H15N6O5RhS2Te, with properties calculated with ωB97M-V/def2-TZVPD.

```
40
Properties=species:S:1:pos:R:3
Rh -0.17762 0.53088 0.37336
O 0.54379 0.11174 -1.77682
S 1.61654 -0.72407 -1.10925
O 2.76003 -0.97487 -1.91821
O 1.92691 0.08299 0.16084
O 0.92056 -1.94939 -0.60097
C -0.20044 -3.73896 1.91878
Te 1.04785 -2.06210 2.04913
C 2.84448 -2.97777 1.46904
H -0.32872 -3.96899 0.86185
H -1.15540 -3.49499 2.37664
H 0.28542 -4.56572 2.43306
H 3.29588 -3.45819 2.33485
H 3.49405 -2.20364 1.07010
H 2.59625 -3.69699 0.69310
C -5.34814 2.62432 1.77586
C -4.30490 3.72323 1.59158
C -3.20699 3.27822 0.67892
N -2.17403 2.63232 1.06999
N -1.36066 2.25207 0.02876
C -1.80412 2.62278 -1.15486
N -1.15427 2.36188 -2.29673
S -3.28539 3.50077 -1.05119
H -6.13596 2.95793 2.44998
H -4.89164 1.72933 2.19660
H -5.80880 2.35324 0.82543
H -3.84430 3.98587 2.54394
H -4.76367 4.63037 1.19363
H -0.39806 1.67767 -2.27923
H -1.61752 2.51892 -3.17353
N -2.24062 -1.27509 -1.23044
C -2.42358 -1.41737 0.10562
O -1.63575 -0.77335 0.90829
C -3.43885 -2.21716 0.63545
C -4.25958 -2.96838 -0.23699
N -4.92203 -3.52479 -0.99970
C -3.57800 -2.30172 2.03912
N -3.65253 -2.39283 3.18640
H -1.28968 -1.08672 -1.53285
H -2.76732 -1.90160 -1.82197
```

Calculated values
Spin multiplicity: 5
Frontier orbital gap (spin up / spin down) in eV: 8.38 / 5.84
HOMO level (spin up / spin down) in eV: -8.3 / -8.3
<S²>: 6.01
Net charge: 0

=====

(6)
Below is 8 unconnected molecules or ions with the total composition C17H36N11O5, with properties calculated with ωB97M-V/def2-TZVPD.

```
69
Properties=species:S:1:pos:R:3
C 1.01252 0.20161 -0.50974
O 1.33358 1.28201 -1.32741
H 1.53686 -0.70848 -0.88383
H 1.47520 0.34696 0.48046
H -0.04242 -0.11371 -0.56061
C 1.82017 -3.15336 2.02537
O 0.93611 -3.57465 1.28951
N 1.91614 -3.45817 3.35792
N 2.76555 -2.27009 1.57549
H 2.79782 -3.18813 3.75256
H 1.46069 -4.30395 3.64967
H 3.52753 -1.91999 2.12151
H 2.81823 -2.11548 0.58388
C -0.63684 0.97592 -4.28119
O 0.29587 0.17769 -4.40343
N -1.43007 1.26649 -5.34488
N -0.95515 1.53788 -3.09040
H -1.20084 0.87309 -6.23509
H -2.29394 1.76573 -5.23343
H -0.27423 1.56390 -2.31236
H -1.63412 2.28116 -3.07757
C 1.67711 -3.43574 -3.50145
O 1.91728 -2.37490 -4.03983
N 1.96773 -4.64509 -4.11432
N 1.32523 -3.55623 -2.18312
H 2.36762 -4.67853 -5.02964
H 1.78191 -5.52280 -3.66837
H 1.34525 -2.73764 -1.60366
H 0.96458 -4.42535 -1.84331
C 1.29915 4.52232 0.72332
O 1.57667 5.60276 1.26963
N 2.06407 3.98736 -0.26435
N 0.22118 3.72474 0.95956
H 2.89930 4.44674 -0.56882
H 1.72167 3.14311 -0.71477
H -0.44045 4.01564 1.66144
H 0.41225 2.73483 0.90072
C 2.21457 1.35643 2.79371
C 2.67531 2.04179 4.08012
C 1.82769 3.24347 4.49565
C 0.38509 3.26852 4.32312
N -0.73798 3.33477 4.09156
H 2.22001 2.03918 1.94311
H 1.24321 0.89087 2.95594
H 2.94662 0.58615 2.54100
H 3.71700 2.32239 3.92426
H 2.65088 1.30226 4.88303
H 2.10914 4.20159 4.04365
H 1.93409 3.33512 5.58380
N -2.65868 0.62160 3.05677
C -3.97385 0.35564 2.78058
C -4.06642 0.26772 1.42128
C -2.77122 0.31221 0.86729
C -1.89267 0.56008 1.92195
H -2.33366 0.79511 3.99028
H -4.71446 0.32485 3.56041
H -4.99148 0.00910 0.92559
H -2.48393 0.16669 -0.16026
H -0.82626 0.70087 1.91499
N -2.19587 -1.33186 -2.49719
C -3.15257 -1.30425 -3.46616
C -4.05334 -2.32013 -3.19063
C -3.53248 -3.01978 -2.07783
C -2.44594 -2.35169 -1.61063
H -1.45567 -0.64977 -2.41063
H -3.14712 -0.51304 -4.19547
H -4.96193 -2.55131 -3.72213
H -4.05901 -3.81661 -1.57232
H -1.79828 -2.44564 -0.75428
```

Calculated values
Spin multiplicity: 1
Frontier orbital gap in eV: 6.01
HOMO level in eV: -3.8
Net charge: -1

=====

(7)
Below is a molecular structure, C5H10O2P, with properties calculated with ωB97M-V/def2-TZVPD.

```
18
Properties=species:S:1:pos:R:3
C -1.41481 -1.17122 0.07829
C -2.44392 -0.11650 0.01929
C 1.47578 -1.11728 -0.10653
C 0.42426 0.77017 -1.57301
C 0.43370 0.96469 1.54009
O -3.66851 -0.17735 -0.03231
O -1.69481 1.02095 -0.03510
P -0.11348 -0.07448 -0.01511
H -1.58900 -2.21517 0.50945
H 2.34018 -0.49849 0.28094
H 1.46753 -2.04893 0.61166
H 1.82721 -1.45646 -1.00100
H 1.40030 1.01162 -1.45051
H 0.07656 0.14565 -2.31027
H -0.00565 1.76563 -1.83036
H 0.81039 0.20966 2.25094
H 1.14929 1.64467 1.25278
H -0.47503 1.34283 1.81076
```

Calculated values
Spin multiplicity: 1
Frontier orbital gap in eV: 6.85
HOMO level in eV: -3.1
Net charge: -1

=====

(8)
Below is a molecular structure, C5H6O2, with properties calculated with ωB97M-V/def2-TZVPD.

```
13
Properties=species:S:1:pos:R:3
C 0.50736 0.61138 1.47112
C 0.44373 -0.42555 0.39858
O -1.55814 -0.79904 0.42765
C -1.98791 -0.58336 -0.70285
O -2.96642 -0.57395 -1.38960
C 0.42121 -0.10768 -1.00222
C 1.57003 0.13543 -1.43204
H 0.12534 1.57035 1.11350
H 1.53517 0.74254 1.82785
H -0.09841 0.27286 2.31756
H 0.74575 -1.43481 0.67247
H -0.81655 -0.19327 -1.42588
H 2.42188 0.37627 -2.03576
```

Calculated values
Spin multiplicity: 1
Frontier orbital gap (spin up / spin down) in eV: 8.19 / 8.19
HOMO level (spin up / spin down) in eV: -8.2 / -8.2
Net charge: 0

=====

Energy relative to the best compared isomer or geometry (same formula, charge and spin) in kJ/mol, matching the order above: 322.6; 0.0; 64.6; 64.8; 12.3; 49.3; 240.3; 518.6